No. 1
Below is a cluster of 5 separate species, C26H40FN2O17PS2 in total, with properties calculated with wB97M-V/def2-TZVPD.

CARTESIAN COORDINATES (ANGSTROEM)
O -1.24170 3.95476 1.94488
S -1.07879 2.64882 1.10052
O -2.16513 2.66252 -0.04472
F -1.28303 1.30459 2.14249
N 0.46594 2.74912 0.30020
C 0.76166 1.56418 -0.58700
C 1.26163 0.21077 0.18774
C 0.32310 -1.12207 -0.08733
N -0.37606 -1.42483 1.23153
C 0.14089 -2.68844 1.88205
C 1.34118 -2.46830 2.97662
C 0.93258 -2.63354 4.58974
C 2.08953 -2.47743 5.75784
C 3.65967 -2.16689 5.34849
C 4.11487 -1.96811 3.78077
C 2.92122 -2.13589 2.62832
O 3.37447 -1.98675 1.22327
P 1.80490 3.16044 1.39936
O 1.85862 4.90872 1.54725
O 3.32582 2.65416 0.69503
S 1.56233 2.48304 3.23943
H -0.24001 1.29544 -1.17695
H 1.55858 1.81569 -1.43155
H 1.36730 0.30581 1.34882
H 2.33963 -0.04336 -0.22867
H 1.05623 -2.00316 -0.40267
H -0.42054 -0.99515 -0.99925
H -1.41732 -1.54305 1.07361
H 0.51388 -3.48587 1.10669
H -0.78432 -3.15796 2.47224
H -0.18675 -2.86421 4.85213
H 1.78420 -2.63385 6.89088
H 4.43412 -2.10210 6.25002
H 5.24615 -1.72674 3.51242
H 3.96284 -1.16370 1.12260
H 1.95078 5.08934 2.54768
H 3.41520 3.25014 -0.12968
C -4.42939 1.68998 -1.12798
C -5.02394 0.75690 -2.16602
C -5.54168 1.44968 -3.39091
O -6.51860 0.53538 -3.86074
C -6.98348 -0.12937 -2.75863
O -7.96267 -0.85177 -2.74802
O -6.19549 0.12614 -1.66983
H -4.86468 2.69318 -1.18798
H -4.61031 1.32023 -0.11360
H -3.35016 1.79315 -1.27773
H -4.30617 -0.03412 -2.41620
H -4.76807 1.61704 -4.14595
H -6.04564 2.39867 -3.17440
C 8.04855 3.83475 -1.63219
C 7.29678 3.09835 -0.53939
C 8.17991 2.41617 0.46212
O 7.33977 1.38070 0.94486
C 6.48403 1.07283 -0.07768
O 5.74950 0.10285 -0.09715
O 6.56409 2.00608 -1.07485
H 9.03720 3.39801 -1.80913
H 7.50468 3.79655 -2.58149
H 8.19968 4.88269 -1.35506
H 6.57698 3.77197 -0.05810
H 8.49250 3.07697 1.27588
H 9.06576 1.94997 0.01560
C 4.31388 -7.51823 4.09543
C 3.76137 -7.16129 2.72832
C 4.42514 -5.98007 2.08608
O 3.41270 -5.50655 1.21325
C 2.21927 -5.85349 1.78596
O 1.13212 -5.44668 1.42070
O 2.41399 -6.72309 2.82403
H 4.74633 -6.64656 4.59808
H 3.52868 -7.91084 4.74943
H 5.10520 -8.26894 4.00567
H 3.77425 -8.04271 2.07529
H 5.32745 -6.24809 1.52879
H 4.66297 -5.17658 2.79268
C -9.17826 1.75342 -4.36994
C -9.72898 3.13119 -4.68634
C -10.46703 3.21415 -5.98894
O -10.33281 4.58619 -6.32144
C -9.16036 5.00561 -5.75391
O -8.62126 6.07148 -5.98649
O -8.67749 4.06446 -4.88627
H -8.98375 1.17583 -5.27991
H -8.23246 1.82133 -3.82290
H -9.89279 1.18325 -3.76813
H -10.33618 3.49539 -3.84838
H -11.52096 2.93473 -5.90111
H -10.00379 2.62695 -6.79023

Results
- HOMO-LUMO gap (eV) = 6.7
- structure (SMILES) = O=S(=O)(F)N(CCCNCc1ccccc1O)P(O)(O)=S.C[C@@H]1COC(=O)O1.C[C@@H]1COC(=O)O1.C[C@@H]1COC(=O)O1.C[C@@H]1COC(=O)O1
- multiplicity = 1
- LUMO energy (eV) = -1.31
- strongest force on any atom (eV Å⁻¹) = 7.95



No. 2
Below is a cluster of 7 separate species, C26H40O22S in total, with properties calculated with wB97M-V/def2-TZVPD.

CARTESIAN COORDINATES (ANGSTROEM)
C -3.66721 0.18619 10.44937
C -4.09571 -0.64731 9.18348
C -5.34363 -0.07594 8.47021
O -4.88829 0.01435 7.13179
C -3.67831 -0.48619 6.97873
O -3.09536 -0.82309 6.02630
O -3.11508 -0.52260 8.18808
H -4.28125 -0.13164 11.29201
H -3.72131 1.26146 10.27916
H -2.61992 -0.03224 10.65813
H -4.36696 -1.63302 9.56150
H -5.70363 0.89480 8.81103
H -6.09729 -0.83271 8.68794
C 8.65613 2.64090 4.60674
C 7.16174 2.20767 4.57671
C 6.68041 1.54273 3.30619
O 6.57404 0.19473 3.49562
C 6.68813 -0.03424 4.79840
O 6.61436 -1.11541 5.35934
O 6.87937 1.13710 5.51165
H 8.72677 2.75665 5.68827
H 8.79802 3.60972 4.12783
H 9.25015 1.84851 4.15137
H 6.52780 3.06694 4.79553
H 7.13985 1.74536 2.33873
H 5.72216 2.05297 3.20861
C 7.17175 2.02255 -7.23366
C 5.79356 1.97217 -6.69268
C 5.28496 0.64334 -6.16622
O 4.91382 0.99434 -4.86817
C 5.14203 2.32958 -4.61283
O 4.79887 2.86605 -3.58968
O 5.71635 2.86127 -5.66674
H 7.39887 1.68218 -8.24393
H 7.76149 1.41831 -6.54431
H 7.65993 2.99690 -7.21283
H 5.07714 2.36063 -7.41652
H 6.19597 0.04528 -6.18839
H 4.48825 0.11081 -6.68560
C -3.71455 3.07093 -8.60514
C -3.57878 1.62665 -9.27535
C -3.03617 0.56685 -8.36354
O -4.16452 -0.25707 -8.12584
C -5.07146 -0.07621 -9.06247
O -6.13380 -0.69579 -9.13812
O -4.85319 1.10118 -9.66719
H -2.76830 3.55274 -8.35905
H -4.42787 3.14769 -7.78454
H -4.10084 3.66300 -9.43480
H -2.86719 1.73599 -10.09375
H -2.71921 1.05689 -7.44295
H -2.10257 0.24004 -8.82145
C -1.00845 5.00928 3.91749
C -1.84229 5.48037 2.64885
C -3.17177 4.84448 2.48905
O -4.18010 5.88440 2.29885
C -3.54336 7.05589 2.61870
O -4.05867 8.14172 2.43986
O -2.26484 6.82906 2.79195
H -0.13415 5.63901 4.08225
H -0.56924 4.06767 3.58801
H -1.67031 4.85467 4.76962
H -1.20391 5.39647 1.76934
H -3.48022 4.25454 3.35215
H -3.12458 4.28722 1.55346
C -3.14109 -8.39872 0.51999
C -1.91390 -9.17259 0.07048
C -2.22859 -10.34994 -0.86083
O -1.81000 -9.91455 -2.20422
C -1.32173 -8.78783 -2.16902
O -0.90673 -8.22617 -3.14936
O -1.14625 -8.41795 -0.84980
H -3.78930 -9.11070 1.03088
H -3.65023 -7.99780 -0.35645
H -2.97968 -7.63240 1.27816
H -1.52018 -9.50843 1.02980
H -3.27235 -10.66396 -0.85377
H -1.68196 -11.26420 -0.62969
C -0.19020 -2.05040 -0.93069
C 0.15322 -0.68048 -0.14119
O -0.90046 0.17706 -0.56638
S -2.24306 -0.67161 -1.07951
O -2.79966 0.03780 -2.26295
O -3.07467 -0.93354 0.12043
O -1.35776 -1.93956 -1.62982
H -0.51229 -2.67421 -0.09690
H 0.64922 -2.51412 -1.44880
H 1.07318 -0.19980 -0.47395
H 0.20665 -0.71274 0.94703

Results
- HOMO-LUMO gap (eV) = 10.8
- structure (SMILES) = C[C@H]1COC(=O)O1.C[C@H]1COC(=O)O1.C[C@H]1COC(=O)O1.C[C@H]1COC(=O)O1.C[C@H]1COC(=O)O1.C[C@H]1COC(=O)O1.O=S1(=O)OCCO1
- multiplicity = 1
- ΔE to the lowest compared entry with this formula, charge and spin (kJ/mol) = 0.0
- LUMO energy (eV) = 0.17
- strongest force on any atom (eV Å⁻¹) = 7.34



No. 3
Below is a structure of composition C26H41BBrCl2F2KLiN4O11PV, with properties calculated with wB97M-V/def2-TZVPD.

CARTESIAN COORDINATES (ANGSTROEM)
C 3.61646 0.96615 -1.73143
C 3.72377 1.11091 -3.33566
C 2.73021 0.14076 -4.17775
C 1.42315 -0.30862 -3.30262
C 1.13558 -1.78561 -2.82196
P 2.34871 -3.21357 -3.31550
O 3.45639 -3.40263 -2.21038
C -0.17676 -2.12643 -1.93070
C -0.42890 -3.65108 -1.49036
C -1.19223 -0.95682 -1.50931
C -2.52602 -1.13433 -0.60317
N -2.43015 -2.14205 0.49488
C -1.24994 -1.92668 1.37311
C -0.84932 0.48588 -2.05087
C 0.40875 0.84630 -2.93659
C 0.39685 2.40732 -3.30187
O 1.28421 2.93784 -4.05866
N -0.82905 2.95553 -2.62617
C -0.73081 4.31367 -1.97442
C -0.47130 5.54951 -2.98751
C -1.58613 1.88829 -1.86124
O -2.70051 2.12736 -1.19785
H 2.57634 1.18492 -1.29234
H 4.33442 1.77155 -1.28068
H 3.97126 -0.04546 -1.30894
H 4.80894 0.77936 -3.61992
H 3.65520 2.22615 -3.62385
H 2.42665 0.59308 -5.20274
H 3.33514 -0.82345 -4.41298
H 1.63008 -4.45892 -3.52237
H 2.92183 -2.89723 -4.61192
H 0.20642 -3.84002 -0.52695
H -0.13688 -4.43472 -2.28619
H -1.54099 -3.86732 -1.21966
H -2.74657 -0.09072 -0.11799
H -3.42883 -1.35847 -1.29586
H -3.25717 -1.96611 1.11790
H -1.26743 -2.81165 2.15988
H -1.28819 -0.95517 2.00932
H -0.23357 -1.99878 0.84440
H 0.03310 4.33245 -1.08937
H -1.76551 4.53408 -1.47015
H -1.49124 6.08364 -3.18779
H -0.04511 5.25617 -4.01072
H 0.22949 6.32471 -2.47849
K -3.04848 3.42413 0.43867
B 3.79719 -2.36443 2.77162
O 3.93874 -2.98469 4.09960
C 2.73124 -2.98713 4.67106
O 2.49640 -3.42775 5.77097
C 1.76433 -2.38419 3.76331
O 0.56675 -2.23233 3.97744
O 2.38108 -2.00769 2.63258
F 4.16956 -3.30599 1.73596
F 4.61296 -1.18629 2.68692
O -0.16257 -2.54061 -5.04846
V 0.14675 -3.73439 -6.29137
O 0.47261 -4.93089 -7.51991
Br 0.75234 -3.61548 2.24785
C -7.07805 0.05869 0.57899
C -7.41920 1.17792 1.51297
O -6.95120 2.30219 1.48538
N -8.33074 1.02084 2.61267
C -9.48197 0.11747 2.45614
H -6.34032 0.40657 -0.14539
H -6.65122 -0.77606 1.14392
H -7.96994 -0.26860 0.04098
H -7.74181 0.72375 3.40032
H -8.57898 1.99340 2.84369
H -10.05291 0.14640 3.38456
H -9.12060 -0.89452 2.27216
H -10.09418 0.47770 1.62797
C 6.41231 1.30438 3.09230
C 7.75356 1.98159 2.83050
C 7.61073 3.45205 2.43251
C 6.80540 3.56205 1.16345
N 6.16512 3.64819 0.15433
H 5.78679 1.28752 2.19585
H 6.56453 0.26703 3.40013
H 5.86191 1.81853 3.88709
H 8.27956 1.43323 2.04149
H 8.36817 1.91400 3.73385
H 8.59730 3.89508 2.26954
H 7.11163 4.01799 3.22474
Cl -6.35651 4.12256 2.05831
Li 2.69108 -2.41129 0.22915
C -4.18953 -3.17178 3.75743
O -4.47355 -2.41544 2.70177
H -3.60220 -4.09155 3.57662
H -3.60026 -2.70379 4.57012
H -5.04502 -3.57965 4.33040
Cl 2.17085 4.84147 -2.81671

Results
- HOMO-LUMO gap (eV) = 1.6
- multiplicity = 1
- net charge = -1
- LUMO energy (eV) = -3.23
- strongest force on any atom (eV Å⁻¹) = 8.63



| no. | E_tot (eV) | HOMO (eV) |
| --- | --- | --- |
| 1 | -99064.30034 | -8.015 |
| 2 | -83486.10132 | -10.636 |
| 3 | -208799.04066 | -4.840 |